No. 1
C10H12Si in the gas phase, computed with ωB97M-V/def2-TZVPD.

As for the SMILES: C#CC/[Si](C=C)=C/CC=C=C. The charge is 0. For the orbital gap, the calculation gives 8.178 eV. Its energy is -677.4699 Eh. As for the multiplicity: 1.

The geometry in XYZ format:
```
23
Properties=species:S:1:pos:R:3:mulliken_charge:R:1
C -2.80839 2.64310 0.97377 -0.09
C -1.61353 2.68802 0.78054 -0.48
C -0.28293 2.72593 0.19056 -0.65
Si 0.41374 0.92135 0.03299 0.30
C 0.08386 0.24755 1.76076 -0.19
C -0.19830 -1.03930 2.05871 -0.80
C 1.66513 0.24896 -1.02936 -0.57
C 1.96956 -1.21352 -0.88567 -0.60
C 0.94088 -2.05774 -1.60420 -0.21
C -0.35300 -1.84755 -1.52636 0.06
C -1.62665 -1.84559 -1.79842 -0.78
H -3.87115 2.82812 1.20496 0.39
H 0.23792 3.30491 0.83551 0.46
H -0.31600 3.18749 -0.85379 0.32
H -0.29169 0.80880 2.58947 0.38
H -0.64133 -1.30152 3.00035 0.23
H -0.02910 -1.78829 1.45333 0.36
H 1.71223 0.57281 -2.07839 0.34
H 3.05906 -1.41709 -1.21279 0.28
H 1.96930 -1.61159 0.10677 0.28
H 1.14637 -2.90360 -2.15629 0.47
H -2.21417 -2.42949 -1.04886 0.23
H -1.95326 -1.13125 -2.58749 0.27
```

---

No. 2
6 unconnected molecules or ions with the total composition C2H15NO6, computed with ωB97M-V/def2-TZVPD.

As for the SMILES: NCC=O.O.O.O.O.O. The charge is 0. For the orbital gap, the calculation gives 10.735 eV. Its energy is -591.3500 Eh. As for the multiplicity: 1.

The geometry in XYZ format:
```
24
Properties=species:S:1:pos:R:3:mulliken_charge:R:1
N -0.12283 -1.24493 0.03934 -0.52
C 1.28676 -1.59687 -0.28749 -0.47
C 1.94932 -0.40743 -0.93596 -0.03
O 3.16375 -0.31761 -0.97666 -0.51
H -0.51242 -2.03664 0.63386 0.25
H -0.16078 -0.38188 0.64044 0.23
H 1.23544 -2.52146 -0.91840 0.33
H 1.94035 -1.94809 0.55498 0.35
H 1.32200 0.45527 -1.08137 0.40
O -0.61426 1.33955 2.16244 -0.63
H -0.76871 1.89439 1.45245 0.29
H 0.27407 1.34232 2.27838 0.40
O -2.96390 -0.07986 0.01531 -0.71
H -2.30661 -0.67500 -0.19301 0.37
H -2.89941 -0.09083 0.95300 0.35
O 2.02591 1.66677 1.87448 -0.68
H 1.94457 2.43680 1.29424 0.33
H 2.78093 1.27650 1.48478 0.30
O -1.69465 2.18284 -0.17986 -0.67
H -1.99576 1.33177 -0.22949 0.39
H -2.42475 2.79301 -0.27231 0.28
O -0.12560 -1.83475 -3.01646 -0.66
H -0.40500 -1.14017 -2.38184 0.31
H -0.92843 -2.44370 -2.91084 0.33
```

---

No. 3
2 unconnected molecules or ions with the total composition C4H12OS2, computed with ωB97M-V/def2-TZVPD.

As for the SMILES: CCCSSC.O. The charge is 0. For the orbital gap, the calculation gives 9.524 eV. Its energy is -1031.1953 Eh. As for the multiplicity: 1.

The geometry in XYZ format:
```
19
Properties=species:S:1:pos:R:3:mulliken_charge:R:1
C 2.39377 -1.79629 -1.30187 -1.07
C 2.40784 -0.27626 -1.07172 -0.29
C 1.31800 0.16082 -0.04792 -0.77
S -0.30791 -0.69591 -0.37009 -0.13
S -1.45279 0.35107 1.02706 -0.02
C -1.21633 -0.65755 2.52203 -0.81
H 1.80624 -2.29241 -0.53992 0.33
H 3.40845 -2.21362 -1.28363 0.32
H 2.09474 -2.07333 -2.31040 0.27
H 2.09527 0.21112 -1.99389 0.26
H 3.32708 0.10050 -0.63248 0.33
H 0.96943 1.16688 -0.25120 0.35
H 1.51413 -0.07417 0.99104 0.39
H -1.53472 -1.70020 2.45284 0.30
H -1.67931 -0.16703 3.37539 0.31
H -0.15952 -0.80907 2.78235 0.24
O -1.43781 2.90733 -1.26287 -0.62
H -1.03170 2.23555 -1.82045 0.31
H -0.67746 3.42442 -0.99512 0.30
```

---

No. 4
2 unconnected molecules or ions with the total composition CH7ClN2P, computed with ωB97M-V/def2-TZVPD.

The charge is +1. For the orbital gap, the calculation gives 10.163 eV. Its energy is -953.0551 Eh. As for the multiplicity: 1.

The geometry in XYZ format:
```
12
Properties=species:S:1:pos:R:3:mulliken_charge:R:1
C -0.49946 0.16889 2.02549 -0.79
N 0.24728 0.00892 -0.95566 -0.41
N -1.14912 -1.86807 0.53333 -0.46
P -0.52148 -0.49842 0.32941 0.76
Cl -3.88858 0.85074 -0.83775 -0.29
H -0.60495 1.25177 2.16190 0.37
H 0.32496 -0.34426 2.49276 0.36
H -1.34863 -0.39204 2.51943 0.30
H 0.97773 0.80272 -0.97054 0.30
H 0.18624 -0.48723 -1.82315 0.27
H -1.16395 -2.57605 -0.23562 0.28
H -4.17148 2.14361 -0.13634 0.31
```

---

No. 5
14 unconnected molecules or ions with the total composition C32H65N10O5, computed with ωB97M-V/def2-TZVPD.

The charge is +1. For the orbital gap, the calculation gives 10.316 eV. Its energy is -2181.7078 Eh. As for the multiplicity: 1.

The geometry in XYZ format:
```
112
Properties=species:S:1:pos:R:3:mulliken_charge:R:1
C -3.02459 -0.93176 -1.32881 -0.92
C -1.55375 -0.99962 -1.79070 -0.20
N -0.57606 -0.27328 -0.96330 1.00
C -0.00759 -0.67163 0.22220 -1.09
C 0.83003 0.28446 0.63707 -0.65
N 0.71397 1.36243 -0.23897 0.94
C -0.11568 0.94644 -1.18888 -0.83
C 1.39018 2.61986 -0.09553 -1.20
H -3.17701 0.15281 -1.15228 0.00
H -3.35180 -1.46935 -0.41720 0.30
H -3.62934 -1.26038 -2.14587 0.44
H -1.48128 -0.63348 -2.81478 0.24
H -1.21960 -2.00654 -1.66871 -0.01
H -0.08022 -1.68160 0.66200 0.56
H 1.39975 0.34693 1.57441 0.57
H -0.41574 1.51449 -2.04450 0.70
H 0.86864 3.25165 0.53160 0.39
H 1.48380 3.17105 -1.04692 0.34
H 2.39232 2.43270 0.29961 0.35
C 2.44591 -5.28039 2.26830 -0.67
C 3.85608 -5.07928 1.72340 -0.60
O 4.21795 -3.68889 1.56193 -0.57
H 1.74776 -4.63003 1.68371 0.12
H 2.35233 -4.84548 3.28854 0.28
H 2.01900 -6.27899 2.18052 0.37
H 4.04103 -5.46498 0.72359 0.28
H 4.49442 -5.58835 2.38924 0.50
H 4.51687 -3.32264 2.43181 0.29
C 0.55672 -6.47468 -1.69932 -0.81
C -0.53269 -5.43340 -1.82370 -0.33
O -0.08885 -4.07933 -2.01670 -0.36
H 1.41286 -6.10811 -2.34010 0.21
H 0.15049 -7.46302 -1.93326 0.39
H 0.85960 -6.43729 -0.66581 0.10
H -1.28551 -5.43580 -1.01108 0.28
H -1.04673 -5.61230 -2.71685 0.35
H 0.65737 -3.93069 -1.38275 0.08
C -1.23836 -5.52753 3.88156 -0.73
C -1.05207 -4.14817 4.50399 -0.37
O -1.62951 -3.10155 3.66870 -0.45
H -2.07568 -5.50949 3.22423 0.26
H -1.34435 -6.23741 4.68729 0.33
H -0.46555 -5.92571 3.21232 0.09
H -0.00974 -3.84291 4.58574 0.28
H -1.42405 -4.15148 5.54615 0.31
H -2.60179 -3.11871 3.88907 0.30
C 2.87536 -1.37001 -2.27546 -1.06
C 3.20662 -2.76452 -1.73154 -0.31
O 2.37836 -3.02523 -0.60828 -0.25
H 2.94928 -0.56651 -1.57480 0.16
H 1.95084 -1.31768 -2.81237 0.24
H 3.60957 -1.21157 -3.06711 0.48
H 4.27191 -2.77423 -1.49438 0.46
H 3.07871 -3.52798 -2.52929 0.27
H 3.01908 -3.11779 0.17331 0.10
C 0.64483 7.21706 -0.78857 -0.83
C -0.59006 7.06530 -1.68211 0.07
O -0.44322 7.36485 -3.02522 -0.49
H 1.52219 6.63163 -1.19952 0.28
H 0.29201 6.90907 0.20806 0.04
H 0.98514 8.26002 -0.64295 0.44
H -1.37296 7.69083 -1.16990 0.25
H -0.93216 5.98553 -1.56397 -0.10
H -0.02228 8.27496 -3.04765 0.31
C 0.50175 5.59115 3.49242 -0.96
C 0.98721 4.20079 3.31808 0.47
N 1.28378 3.15556 3.05478 -0.37
H 0.99288 6.25046 2.78385 0.24
H 0.61476 5.96824 4.50932 0.37
H -0.55405 5.65012 3.16847 0.33
C -6.63699 -6.11629 3.84003 -0.90
C -5.52103 -5.18664 3.89026 0.33
N -4.57944 -4.55568 4.12238 -0.31
H -6.79902 -6.76964 4.64324 0.31
H -6.33080 -6.77801 3.02066 0.26
H -7.54402 -5.70723 3.45142 0.30
C 5.45796 3.23085 -2.96830 -0.92
C 4.17698 2.56809 -2.70603 0.47
N 3.23195 1.89504 -2.54189 -0.37
H 6.24031 2.43211 -3.08654 0.27
H 5.78224 3.84883 -2.12811 0.27
H 5.41212 3.77660 -3.87610 0.31
C -2.15578 4.73543 -5.11056 -1.14
C -1.49896 3.92964 -4.10800 0.42
N -0.99953 3.25989 -3.32375 -0.36
H -1.83842 5.77819 -5.02861 0.29
H -3.25301 4.69004 -5.20196 0.30
H -1.81333 4.41298 -6.06343 0.37
C 4.35420 3.72583 4.29504 -0.72
C 4.34863 3.03035 3.01808 0.40
N 4.36427 2.45980 2.02739 -0.39
H 4.40402 2.99058 5.07433 0.26
H 3.44652 4.26362 4.39288 0.10
H 5.19080 4.39930 4.42112 0.33
C -1.70779 0.87433 3.55055 -0.70
C -2.14298 1.11138 2.15933 0.38
N -2.61639 1.42728 1.16082 -0.31
H -2.50873 0.70059 4.30348 0.36
H -1.13790 1.75987 3.84469 0.14
H -1.01195 0.01596 3.57709 0.16
C -2.42961 -1.85926 -5.91562 -0.82
C -2.19306 -0.56916 -5.34928 0.50
N -2.16915 0.42795 -4.79163 -0.41
H -1.70805 -2.10741 -6.69947 0.31
H -3.44637 -1.88122 -6.33195 0.29
H -2.24513 -2.55184 -5.07805 0.21
C -4.05190 4.16642 -0.76075 -0.66
C -3.06705 4.74808 0.13305 0.43
N -2.24989 5.23870 0.75944 -0.41
H -4.16631 3.08486 -0.71371 0.17
H -3.81952 4.52471 -1.77236 0.14
H -4.99707 4.59645 -0.51530 0.36
```

---

No. 6
A molecular structure, C11H11Cl2ErO3PV, computed with ωB97M-V/def2-TZVPD.

The expectation value of S² is 8.830. The charge is +4. For the orbital gap (alpha / beta), the calculation gives 2.899 / 3.882 eV. Its energy is -3870.5268 Eh. As for the multiplicity: 6.

The geometry in XYZ format:
```
30
Properties=species:S:1:pos:R:3:mulliken_charge:R:1
V 0.41701 -0.31222 -4.43641 0.65
Er 0.83368 -0.00718 -0.59794 0.62
Cl 1.06733 -1.72885 -2.55339 -0.21
Cl -0.13850 1.34724 -2.62115 -0.17
C 1.93863 2.11801 0.02962 0.30
C 0.94759 -1.35002 -5.89405 0.52
C 0.67061 0.94498 -5.77065 0.44
O 2.40583 3.16859 0.14086 -0.01
O 1.27262 -1.93677 -6.84874 0.10
O 0.88050 1.66376 -6.66627 0.10
C -2.98326 -1.26028 1.20761 -0.99
P -1.58506 -0.46984 0.36785 0.73
C -1.91661 1.33844 0.43160 -1.12
C -0.21340 -0.62989 1.60682 0.32
C 0.96623 -1.42254 1.36888 -0.57
C 2.14890 -1.01640 2.03709 -0.50
C 2.06662 -0.12918 3.11384 -0.45
C 0.85361 0.47680 3.44811 -0.87
C -0.29647 0.21006 2.72450 -0.10
H -3.83606 -1.34957 0.52137 0.43
H -3.29743 -0.66297 2.07558 0.39
H -2.70267 -2.26892 1.54238 0.41
H -2.14621 1.65082 1.45444 0.44
H -1.10624 1.96571 0.01798 0.41
H -2.81052 1.50969 -0.17906 0.37
H 0.93033 -2.32419 0.72424 0.79
H 3.11045 -1.45944 1.76408 0.54
H 2.95758 0.08752 3.72176 0.48
H 0.81138 1.16544 4.29249 0.48
H -1.24646 0.68118 2.97657 0.48
```